Entry 1:
8
Properties=species:S:1:pos:R:3:nbo_charge:R:1 method="wB97M-V/def2-TZVPD" homo_lumo_gap_ev=9.631 multiplicity=1 smiles=NP(N)Br homo_energy_ev=-9.02 total_charge=0
N 0.3713 0.0021 1.2351 -1.057
P 0.7231 -1.1250 -0.5461 1.061
N -0.4906 -0.4709 -1.4139 -1.209
Br -0.0345 -2.9982 0.4501 -0.309
H 0.9925 -0.1421 1.9165 0.345
H 0.4399 0.9723 0.9395 0.345
H -1.2739 0.0779 -1.0829 0.418
H -0.6228 -0.9107 -2.2996 0.408

Entry 2:
70
Properties=species:S:1:pos:R:3:nbo_charge:R:1 method="wB97M-V/def2-TZVPD" homo_lumo_gap_ev=5.448 multiplicity=1 homo_energy_ev=-6.96 total_charge=0
Sr 1.4950 0.3545 -0.9010 1.805
O 2.6867 -1.7463 -0.9287 -0.758
C 1.6376 -2.0699 -1.5294 0.029
C 1.4307 -3.5172 -1.8152 -0.198
C 2.4143 -4.4813 -1.6295 -0.164
C 2.1358 -5.8125 -1.8824 -0.217
C 0.8638 -6.1775 -2.3026 -0.210
C -0.1285 -5.2241 -2.4815 -0.160
C 0.1494 -3.8791 -2.2532 -0.307
P -1.0420 -2.5178 -2.5990 0.807
C -2.5658 -3.5155 -2.8805 -0.247
C -3.3856 -4.0096 -1.8676 -0.240
C -4.5006 -4.7750 -2.1715 -0.211
C -4.8098 -5.0641 -3.4929 -0.213
C -4.0038 -4.5765 -4.5101 -0.203
C -2.8962 -3.8006 -4.2030 -0.243
C -1.4380 -1.8407 -0.9396 -0.231
C -0.8677 -2.2695 0.2577 -0.264
C -1.2423 -1.6963 1.4621 -0.181
C -2.2141 -0.7073 1.4952 -0.230
C -2.7952 -0.2781 0.3114 -0.223
C -2.3943 -0.8259 -0.8987 -0.263
H 3.3857 -4.1598 -1.2785 0.226
H 2.8985 -6.5669 -1.7490 0.212
H 0.6381 -7.2183 -2.4924 0.211
H -1.1111 -5.5360 -2.8082 0.210
H -3.1497 -3.7973 -0.8324 0.218
H -5.1283 -5.1502 -1.3741 0.213
H -5.6792 -5.6633 -3.7285 0.213
H -4.2417 -4.7925 -5.5429 0.212
H -2.2757 -3.4080 -4.9997 0.217
H -0.1179 -3.0508 0.2479 0.232
H -0.7714 -2.0242 2.3780 0.220
H -2.5116 -0.2700 2.4380 0.213
H -3.5561 0.4903 0.3237 0.215
H -2.8494 -0.4846 -1.8220 0.218
C 1.1863 3.0232 4.0155 -0.639
C 2.1648 3.6921 3.0914 -0.086
C 1.8492 4.9358 2.5487 -0.236
C 2.7363 5.5966 1.7205 -0.039
Cl 2.3128 7.1586 1.0819 -0.015
C 3.9674 5.0449 1.4103 -0.240
C 4.2898 3.8108 1.9399 -0.229
C 3.4056 3.1333 2.7690 0.369
O 3.8502 1.9301 3.2709 -0.523
C 3.0789 0.7721 2.9948 -0.169
C 2.4684 0.7835 1.5988 0.743
O 3.1708 1.2131 0.6573 -0.793
O 1.2851 0.3674 1.4676 -0.827
H 0.4280 3.7357 4.3370 0.214
H 1.6898 2.6378 4.9019 0.225
H 0.6792 2.1921 3.5239 0.232
H 0.9046 5.4004 2.7957 0.221
H 4.6527 5.5712 0.7619 0.227
H 5.2271 3.3307 1.7027 0.233
H 2.2896 0.6316 3.7337 0.185
H 3.7665 -0.0740 3.0533 0.217
Se 1.1909 3.8266 -2.3579 0.976
N 0.4005 2.6774 -1.2438 -0.788
C -0.2424 3.4060 -0.3418 0.199
C -0.9771 2.8719 0.7558 -0.241
C -1.6294 3.7349 1.5727 -0.172
C -1.5916 5.1526 1.3668 -0.205
C -0.8753 5.7053 0.3589 -0.191
C -0.1648 4.8381 -0.5255 0.079
N 0.5626 5.2490 -1.5465 -0.573
H -0.9874 1.8045 0.9226 0.246
H -2.1951 3.3506 2.4116 0.223
H -2.1405 5.7872 2.0504 0.225
H -0.8133 6.7711 0.2000 0.241

Entry 3:
71
Properties=species:S:1:pos:R:3:mulliken_charge:R:1 method="wB97M-V/def2-TZVPD" homo_lumo_gap_ev=5.640 multiplicity=1 homo_energy_ev=-6.69 total_charge=-1
B -0.8972 1.4811 -1.0163 0.303
F -1.3602 0.9411 -2.2183 -0.341
F -0.0442 0.5981 -0.4713 -0.208
F -0.1472 2.5651 -1.2933 -0.244
F -1.9182 1.7931 -0.0903 -0.437
C 4.3378 7.3001 0.4537 -0.545
C 4.3628 6.7611 1.7647 0.257
C 3.6398 5.4861 2.0557 0.637
O 3.6118 4.9601 3.2317 -0.639
C 2.6028 5.0791 1.0227 -1.046
C 2.5398 5.8101 -0.2673 0.858
C 3.5708 6.8011 -0.6383 0.196
O 3.7168 7.2881 -1.7413 -0.543
O 1.4848 5.7681 -1.0313 -0.415
O 5.1728 7.2151 2.8167 -0.521
H 5.0238 8.1121 0.1957 0.393
H 1.8878 4.4471 1.2447 0.683
H 0.8398 5.0511 -0.7793 0.338
H 5.3268 6.5631 3.4967 0.344
C 4.4178 -0.4589 3.4977 -0.668
C 3.1848 -0.6149 2.6697 0.160
C 2.9618 -1.8489 2.1517 0.850
O 1.8888 -2.0819 1.4947 -0.386
C 3.9158 -2.9409 2.3957 -0.947
C 5.1388 -2.6689 3.2107 0.281
C 5.4458 -1.4399 3.7287 0.682
O 6.4908 -1.0899 4.3077 -0.623
O 6.1258 -3.6299 3.2277 -0.504
O 2.2238 0.3751 2.4427 -0.429
H 4.5258 0.5251 3.8607 0.515
H 3.9168 -3.9379 2.0487 0.478
H 6.8588 -3.3619 3.7057 0.317
H 1.6408 0.3751 1.8457 0.293
C -7.1402 0.0521 -2.1043 -0.974
C -6.7732 -0.7769 -0.8563 0.177
C -5.3172 -1.0859 -0.5473 0.795
O -5.1172 -2.0409 0.2947 -0.646
C -4.2422 -0.3239 -1.3223 -0.442
C -4.7232 0.6001 -2.3823 0.531
C -6.0712 0.6131 -2.9103 0.282
O -6.3302 1.1991 -3.9773 -0.586
O -3.8432 1.4221 -3.0093 -0.499
O -7.7432 -1.2729 -0.1033 -0.527
H -8.0552 0.2711 -2.4263 0.579
H -3.2132 -0.3239 -1.0243 0.436
H -2.8962 1.2041 -2.8293 0.504
H -7.3492 -1.9529 0.4767 0.355
C -2.8072 -4.6419 2.1377 -1.019
C -2.7852 -4.7739 0.6317 0.271
C -1.9892 -3.8019 -0.2843 0.654
O -1.8802 -3.9479 -1.4863 -0.662
C -1.5502 -2.5579 0.4917 0.072
C -1.6252 -2.3909 2.0037 0.135
C -2.3222 -3.4719 2.7937 0.615
O -2.2852 -3.3859 4.0077 -0.606
O -1.3112 -1.2599 2.6507 -0.515
O -3.2492 -5.8309 0.0157 -0.501
H -3.2262 -5.4739 2.6397 0.453
H -1.0342 -1.9699 -0.3283 0.396
H -0.8322 -0.8929 1.8987 0.297
H -2.8452 -6.0189 -0.7953 0.347
C 1.2638 -2.6509 -3.4293 -1.171
C 1.0718 -1.6759 -4.5143 0.726
O 1.9338 -1.5699 -5.3873 -0.618
C -0.1902 -1.0069 -4.5733 -0.294
H 1.2628 -2.3469 -2.4423 0.334
H 2.2918 -3.0119 -3.6733 0.336
H 0.4978 -3.3689 -3.2983 0.327
H -0.2842 -0.0649 -5.1773 0.328
H -0.6122 -0.9069 -3.5203 -0.222
H -1.1632 -1.7839 -4.9613 0.249

Entry 4:
66
Properties=species:S:1:pos:R:3:nbo_charge:R:1 method="wB97M-V/def2-TZVPD" homo_lumo_gap_ev="6.413 / 2.987" multiplicity=6 s2=8.789 homo_energy_ev="-9.00 / -9.48" total_charge=+1
Ru 1.0297 -0.0869 -0.0819 0.528
C 4.6043 0.9703 0.0788 -0.523
C 3.9122 2.3107 0.1450 -0.550
S 2.1555 2.1651 0.5745 0.303
C 2.2378 2.4128 2.3780 -0.544
C 2.5625 1.1104 3.0818 -0.528
S 1.5353 -0.2491 2.3953 0.280
C 2.7325 -1.5780 2.8705 -0.503
C 2.3545 -2.8969 2.2532 -0.563
S 1.9612 -2.6743 0.4953 0.293
C 3.4945 -2.9292 -0.4135 -0.563
C 4.4197 -1.7402 -0.3478 -0.517
S 3.5606 -0.2067 -0.8881 0.270
H 4.8018 0.6155 1.0936 0.208
H 5.5504 1.0493 -0.4690 0.239
H 3.9508 2.7961 -0.8426 0.246
H 4.3807 2.9896 0.8737 0.241
H 1.2431 2.7413 2.7177 0.239
H 2.9326 3.2417 2.5875 0.244
H 2.3578 1.1630 4.1680 0.243
H 3.6362 0.8872 2.9541 0.212
H 2.7123 -1.6408 3.9703 0.238
H 3.7608 -1.2950 2.5752 0.204
H 1.4198 -3.2626 2.7027 0.263
H 3.1237 -3.6630 2.3784 0.243
H 3.1686 -3.0593 -1.4583 0.258
H 3.9469 -3.8652 -0.0626 0.244
H 5.2804 -1.8298 -1.0374 0.240
H 4.7870 -1.6276 0.6802 0.212
C -5.7059 5.2331 -0.2461 -0.638
C -4.5394 4.3175 -0.4522 -0.099
C -4.6942 3.0089 -0.9067 0.041
C -3.6233 2.0975 -1.0376 0.087
C -3.8454 0.7280 -1.6051 -0.680
C -2.3238 2.5381 -0.6887 -0.160
Se -0.7152 1.3099 -1.0637 -0.293
C -2.1206 3.9054 -0.3453 0.131
C -0.7120 4.4312 -0.1591 -0.668
C -3.2306 4.7451 -0.1876 -0.044
H -6.6635 4.7902 -0.5570 0.233
H -5.5764 6.1722 -0.8067 0.236
H -5.7836 5.5081 0.8206 0.238
H -5.6819 2.6646 -1.1823 0.213
H -4.8865 0.6254 -1.9240 0.218
H -3.5944 -0.0639 -0.8843 0.306
H -3.1755 0.6072 -2.4610 0.270
H -0.0793 4.1141 -0.9898 0.276
H -0.2551 3.9897 0.7359 0.255
H -0.6907 5.5152 -0.0575 0.222
H -3.0468 5.7646 0.1225 0.221
O -3.1986 -1.9031 0.4211 -0.925
S -1.9396 -2.6331 0.4785 2.256
O -1.5045 -3.1453 1.7719 -0.912
N -0.7268 -1.6473 -0.2168 -0.814
C -0.2851 -2.1971 -1.4051 0.159
S 0.9685 -1.3345 -2.2276 -0.116
C -0.8969 -3.4647 -1.7082 -0.174
C -0.5724 -4.3669 -2.7600 -0.146
C -1.2162 -5.5872 -2.8824 -0.195
C -2.2048 -5.9629 -1.9515 -0.173
C -2.5192 -5.1140 -0.8969 -0.205
C -1.8543 -3.8805 -0.7787 -0.212
H 0.1839 -4.0481 -3.4607 0.232
H -0.9482 -6.2806 -3.6684 0.230
H -2.6761 -6.9376 -2.0504 0.233
H -3.2788 -5.3473 -0.1614 0.240

no.,strongest force on any atom (eV/Å)
1,7.40
2,0.68
3,14.04
4,3.69